1.
Formula: C20H31F12O8SSi
Source: the OMol25 dataset
Level of theory: ωB97M-V/def2-TZVPD

The geometry in XYZ format:
```
73
Properties=species:S:1:pos:R:3:mulliken_charge:R:1
C 1.178 0.836 -1.406 -0.786
Si 0.809 2.327 -2.568 0.370
C 2.460 2.774 -3.477 -0.777
C -0.028 3.842 -1.687 -0.651
C -0.447 1.772 -3.967 -0.648
S -2.068 1.465 -3.072 -0.347
H 0.590 -0.105 -1.835 0.235
H 0.906 1.001 -0.279 0.285
H 2.314 0.550 -1.449 0.157
H 2.193 3.476 -4.392 0.175
H 3.286 3.244 -2.763 0.246
H 2.874 1.743 -3.913 0.213
H -0.367 4.570 -2.571 0.016
H -1.047 3.515 -1.160 0.240
H 0.688 4.439 -0.975 0.239
H -0.563 2.716 -4.649 0.037
H -2.445 0.130 -3.349 0.009
C -0.453 -3.597 2.618 -0.733
C -0.387 -3.918 1.136 -0.211
O 0.614 -3.119 0.488 -0.295
C 1.907 -3.559 0.609 0.330
O 2.232 -4.567 1.231 -0.530
C 2.858 -2.649 -0.165 0.925
F 2.612 -1.323 0.047 -0.207
F 2.770 -2.840 -1.513 -0.266
F 4.167 -2.845 0.161 -0.260
H -0.609 -2.524 2.772 0.290
H -1.268 -4.146 3.097 0.188
H 0.483 -3.857 3.121 0.235
H -1.344 -3.670 0.666 0.344
H -0.209 -4.985 0.960 0.242
C -2.545 6.709 -6.526 -1.068
C -1.213 7.324 -6.913 -0.186
O -0.650 8.050 -5.809 -0.346
C 0.005 7.300 -4.866 0.333
O 0.120 6.079 -4.922 -0.452
C 0.593 8.198 -3.780 0.862
F -0.285 9.147 -3.344 -0.259
F 1.696 8.874 -4.213 -0.267
F 0.984 7.508 -2.671 -0.211
H -3.224 7.475 -6.138 0.293
H -3.012 6.223 -7.387 0.361
H -2.422 5.964 -5.733 0.303
H -1.364 8.045 -7.722 0.310
H -0.509 6.569 -7.282 0.302
C 3.577 -5.570 3.580 -1.080
C 4.478 -4.352 3.660 0.026
O 4.551 -3.864 5.008 -0.339
C 5.420 -4.522 5.841 0.350
O 6.107 -5.479 5.495 -0.522
C 5.434 -3.872 7.222 0.872
F 4.183 -3.598 7.693 -0.240
F 6.108 -2.686 7.226 -0.244
F 6.031 -4.649 8.171 -0.245
H 2.590 -5.347 3.999 0.252
H 3.457 -5.895 2.542 0.312
H 3.987 -6.404 4.158 0.422
H 4.056 -3.544 3.053 0.141
H 5.479 -4.560 3.266 0.294
C -6.646 -0.579 1.641 -1.128
C -6.858 -2.051 1.940 -0.179
O -5.599 -2.733 2.047 -0.307
C -4.950 -2.615 3.249 0.045
O -5.382 -1.969 4.199 -0.522
C -3.655 -3.424 3.241 1.171
F -2.926 -3.247 2.101 -0.245
F -3.887 -4.765 3.338 -0.269
F -2.822 -3.109 4.273 -0.241
H -6.025 -0.453 0.748 0.319
H -7.604 -0.075 1.482 0.372
H -6.125 -0.079 2.464 0.312
H -7.402 -2.518 1.112 0.320
H -7.460 -2.200 2.844 0.315
```

Values from the calculation:
**HOMO level**: -2.2 eV
**Total charge**: -1
**2S+1**: 1


2.
Formula: C46H59N5NaO3Se
Source: the OMol25 dataset
Level of theory: ωB97M-V/def2-TZVPD

The geometry in XYZ format:
```
115
Properties=species:S:1:pos:R:3:mulliken_charge:R:1
Na 0.221 0.398 -2.296 0.445
N 0.338 -2.895 0.083 0.655
C 0.191 -2.224 -1.076 -0.557
N 1.127 -1.990 -1.932 -0.447
C 2.418 -2.418 -1.642 -0.026
N 3.428 -2.119 -2.380 -0.745
N 3.127 -1.345 -3.485 -0.424
C 3.160 -0.093 -3.288 -0.019
C 2.758 0.845 -4.350 0.744
C 2.748 0.496 -5.698 -0.688
C 2.259 1.412 -6.611 -0.289
C 1.795 2.638 -6.152 -0.513
C 1.858 2.898 -4.792 -0.380
N 2.339 2.034 -3.905 -0.356
C 2.636 -3.239 -0.434 1.235
C 3.883 -3.761 -0.092 -0.361
C 4.054 -4.457 1.088 -0.757
C 2.973 -4.643 1.951 -0.512
C 1.732 -4.138 1.629 -0.642
C 1.565 -3.436 0.437 -0.013
H -0.443 -2.907 0.722 -0.034
H -0.806 -1.859 -1.295 0.407
H 3.365 0.348 -2.311 0.351
H 3.102 -0.481 -5.996 0.408
H 2.231 1.174 -7.667 0.410
H 1.392 3.380 -6.829 0.396
H 1.504 3.843 -4.394 0.432
H 4.710 -3.589 -0.768 0.477
H 5.028 -4.850 1.351 0.387
H 3.108 -5.180 2.881 0.395
H 0.885 -4.263 2.294 0.423
C 1.715 4.622 4.844 -2.173
C 0.636 4.679 3.762 2.229
C 0.689 6.068 3.111 -1.824
C -0.729 4.503 4.446 -1.627
C 0.827 3.597 2.700 -0.292
C -0.073 3.490 1.645 -0.623
C 0.063 2.512 0.676 0.085
Se -1.282 2.307 -0.662 0.140
C -2.065 0.707 0.073 -0.051
C -2.237 0.616 1.440 -0.294
C -2.745 -0.538 2.025 -0.154
C -3.154 -1.545 1.154 -0.746
C -3.015 -1.492 -0.233 0.426
C -2.357 -0.356 -0.820 -0.130
O -1.959 -0.307 -2.056 -0.588
C -3.638 -2.655 -1.034 2.331
C -5.160 -2.619 -0.805 -1.865
C -3.108 -4.016 -0.552 -1.695
C -3.416 -2.607 -2.551 -1.938
C -2.846 -0.725 3.537 2.515
C -1.996 -1.934 3.959 -1.524
C -2.327 0.497 4.298 -2.416
C -4.304 -0.968 3.949 -1.907
C 1.121 1.552 0.678 -0.010
O 1.215 0.661 -0.241 0.066
C 2.027 1.650 1.790 -1.097
C 1.854 2.652 2.737 -0.479
C 3.143 0.614 1.941 2.870
C 4.057 0.634 0.708 -1.506
C 4.021 0.853 3.171 -2.628
C 2.506 -0.775 2.084 -1.137
H 1.544 5.412 5.581 0.449
H 2.712 4.765 4.422 0.392
H 1.703 3.664 5.370 0.378
H 0.537 6.854 3.857 0.457
H -0.081 6.172 2.345 0.298
H 1.659 6.227 2.633 0.370
H -0.886 5.277 5.205 0.476
H -0.789 3.526 4.931 0.272
H -1.544 4.566 3.724 0.310
H -0.920 4.165 1.573 0.357
H -1.922 1.451 2.053 0.383
H -3.621 -2.429 1.579 0.352
H -5.411 -2.718 0.252 0.275
H -5.649 -3.432 -1.351 0.497
H -5.571 -1.671 -1.157 0.407
H -3.271 -4.165 0.516 0.269
H -2.038 -4.113 -0.753 0.272
H -3.614 -4.828 -1.085 0.511
H -3.765 -1.668 -2.976 0.225
H -3.970 -3.434 -3.009 0.564
H -2.363 -2.709 -2.810 0.227
H -0.950 -1.769 3.692 0.105
H -2.334 -2.848 3.464 0.279
H -2.055 -2.093 5.040 0.513
H -1.283 0.707 4.054 0.354
H -2.395 0.317 5.374 0.507
H -2.911 1.392 4.071 0.400
H -4.712 -1.854 3.458 0.307
H -4.926 -0.116 3.669 0.384
H -4.383 -1.113 5.031 0.455
H 2.555 2.692 3.558 0.523
H 4.566 1.598 0.623 0.410
H 3.459 0.473 -0.185 -0.215
H 4.815 -0.154 0.778 0.510
H 4.528 1.821 3.127 0.453
H 4.789 0.075 3.215 0.475
H 3.446 0.807 4.099 0.430
H 1.837 -0.946 1.243 -0.121
H 1.928 -0.834 3.011 0.275
H 3.272 -1.558 2.102 0.436
C -2.037 0.706 -6.141 -0.601
C -1.438 -0.717 -6.221 -0.685
C -0.587 -0.825 -4.948 0.780
O -0.332 0.526 -4.558 0.504
C -1.561 1.217 -4.780 -0.373
H -3.124 0.709 -6.220 0.400
H -1.640 1.331 -6.942 0.226
H -0.828 -0.832 -7.117 0.228
H -2.208 -1.488 -6.242 0.385
H 0.375 -1.318 -5.083 0.449
H -1.143 -1.327 -4.151 -1.107
H -1.347 2.285 -4.756 0.442
H -2.262 0.964 -3.979 -0.231
```

Values from the calculation:
**HOMO level**: -3.9 eV
**Total charge**: -1
**2S+1**: 1


3.
Formula: C6H12N2
Source: the OMol25 dataset
Level of theory: ωB97M-V/def2-TZVPD

The geometry in XYZ format:
```
20
Properties=species:S:1:pos:R:3:mulliken_charge:R:1
C 2.821 -0.181 0.256 -0.812
C 1.669 -0.001 -0.760 0.077
C 0.454 0.832 -0.172 0.051
C -0.937 1.468 -0.089 -0.841
C -1.787 0.014 0.499 -0.129
N -2.943 -0.260 -0.414 -0.691
C -0.549 -1.150 0.096 -0.665
N 0.185 -0.408 -0.820 -0.261
H 3.663 0.545 -0.266 0.277
H 3.008 -1.460 0.339 0.249
H 2.447 0.337 1.313 0.369
H 1.793 0.347 -1.742 0.450
H 1.080 0.526 0.917 -0.187
H -1.149 2.204 0.827 0.254
H -1.474 2.016 -1.017 0.268
H -1.982 0.265 1.718 0.282
H -2.365 -0.090 -1.449 0.382
H -2.925 -1.504 -0.257 0.326
H -0.968 -2.287 -0.132 0.400
H -0.040 -1.213 1.154 0.200
```

Values from the calculation:
**HOMO level**: -8.9 eV
**SMILES**: C[C@@H]1[C@H]2C[C@@H](N)CN12
**2S+1**: 1